Record 1
Entry from OMol25: a structure of composition C3H5N3O in a non-equilibrium geometry (ωB97M-V/def2-TZVPD).

HOMO energy, eV: -8.73
HOMO-LUMO gap, eV: 9.2

```
12
C3H5N3O, DFT ωB97M-V/def2-TZVPD
N -0.133 1.693 -0.478
C 0.288 0.506 -0.105
C 1.561 -0.199 0.138
O 1.342 -1.509 0.430
N -0.057 -1.760 0.371
C -0.637 -0.635 0.097
N -1.974 -0.424 -0.008
H 1.190 0.760 1.149
H 0.654 2.343 -0.613
H 2.531 0.039 -0.283
H -2.210 0.420 -0.521
H -2.555 -1.232 -0.178
```


Record 2
Entry from OMol25: a structure of composition C2H3BrClNO in a non-equilibrium geometry (ωB97M-V/def2-TZVPD).

HOMO energy, eV: -9.23
HOMO-LUMO gap, eV: 9.5

```
9
C2H3BrClNO, DFT ωB97M-V/def2-TZVPD
C 1.051 -0.500 -1.133
C -0.902 -0.050 0.889
N -0.572 0.432 -0.497
O 1.203 -1.641 -1.055
Cl 0.414 0.369 2.041
Br -0.066 2.236 -0.625
H 1.712 0.279 -1.551
H -1.983 0.105 1.137
H -0.858 -1.230 0.794
```


Record 3
Entry from OMol25: a structure of composition C5H10AlO4 in a non-equilibrium geometry (ωB97M-V/def2-TZVPD).

HOMO energy, eV: -12.56
HOMO-LUMO gap, eV: 8.1
Net charge: +1

```
20
C5H10AlO4, DFT ωB97M-V/def2-TZVPD
O 1.270 1.157 -2.146
C 2.198 0.327 -1.702
C 2.243 -0.103 -0.422
O -0.335 2.606 0.433
C 0.416 -0.259 1.504
C -1.069 -0.275 1.236
O -1.352 0.012 -0.137
C -1.860 -1.080 -0.896
H 3.051 0.106 -2.360
H 3.031 -0.704 0.031
H 0.639 -0.080 2.565
H 0.779 -1.281 1.309
H -1.519 -1.226 1.548
H -1.562 0.516 1.816
H -1.556 -0.909 -1.934
H -1.442 -2.029 -0.532
H -2.956 -1.095 -0.826
Al -0.040 1.276 -0.745
O 1.272 0.425 0.420
H -1.207 2.618 0.837
```


Record 4
Entry from OMol25: a structure of composition C22H38NO2P2SiY in a non-equilibrium geometry (ωB97M-V/def2-TZVPD).

HOMO energy, eV: -4.49
HOMO-LUMO gap, eV: 4.2

```
67
C22H38NO2P2SiY, DFT ωB97M-V/def2-TZVPD
C -0.736 3.679 -2.451
C -0.645 2.354 -1.956
N 0.420 2.002 -1.126
C 1.095 2.999 -0.516
C 0.971 4.328 -0.919
C 0.059 4.674 -1.915
C -1.610 1.340 -2.316
P -2.270 0.005 -1.328
Y 0.452 -0.498 -1.235
P 2.661 1.049 0.876
C 2.050 2.745 0.649
C 0.215 -2.829 -0.601
C -0.856 -3.164 0.202
C -1.048 -4.526 0.512
C -0.125 -5.478 0.062
C 0.997 -5.086 -0.678
C 1.179 -3.726 -1.004
O -0.929 2.113 -6.529
O -0.974 -2.127 -3.266
H -1.493 3.883 -3.211
H 1.617 5.077 -0.458
H -0.026 5.705 -2.255
C -3.357 0.773 -0.088
C -3.447 -0.834 -2.456
H 2.947 3.369 0.504
H 1.565 3.029 1.602
H -0.922 1.528 -7.297
H -2.024 1.438 -3.338
C 3.572 0.921 2.403
C 3.830 0.753 -0.453
H -1.522 -2.404 0.631
H -1.922 -4.817 1.100
H -0.274 -6.530 0.312
H 1.738 -5.823 -0.998
H 2.074 -3.418 -1.556
H 2.440 -1.006 -1.600
H -1.296 -2.963 -2.863
H -0.606 -2.338 -4.124
H -0.024 2.052 -6.157
H 2.267 -0.882 -2.368
H -4.310 1.084 -0.547
H -3.544 0.025 0.694
H -2.870 1.641 0.373
H -4.376 -0.264 -2.575
H -2.996 -1.001 -3.440
H -3.695 -1.812 -2.027
H 4.695 1.416 -0.278
H 4.171 -0.292 -0.446
H 3.415 0.979 -1.446
H 4.339 1.700 2.454
H 2.904 0.999 3.266
H 4.054 -0.062 2.424
C 0.764 -0.931 4.757
Si -0.482 -0.172 3.565
C -2.119 -1.083 3.683
C -0.744 1.622 4.103
C 0.240 -0.207 1.800
C 1.196 0.088 1.012
H 0.410 -0.824 5.794
H 1.747 -0.445 4.679
H 0.894 -2.002 4.545
H -2.456 -1.056 4.734
H -2.885 -0.601 3.057
H -2.002 -2.134 3.375
H 0.170 2.216 3.944
H -1.564 2.088 3.537
H -0.998 1.658 5.175
```


Record 5
Entry from OMol25: a cluster of 2 separate species, Cl2H2NP in total in a non-equilibrium geometry (ωB97M-V/def2-TZVPD).

HOMO energy, eV: -10.20
HOMO-LUMO gap, eV: 9.8
SMILES: [H]/N=P/Cl.Cl

```
6
Cl2H2NP, DFT ωB97M-V/def2-TZVPD
H 2.269 1.269 0.645
N 1.386 1.492 0.171
P 0.182 0.659 0.521
Cl -1.118 1.512 -0.920
Cl -1.680 -2.214 -0.707
H -1.039 -2.717 0.290
```


Record 6
Entry from OMol25: a cluster of 7 separate species, C18H37Cl2NO17 in total in a non-equilibrium geometry (ωB97M-V/def2-TZVPD).

HOMO energy (alpha / beta), eV: -0.81 / -4.48
HOMO-LUMO gap (alpha / beta), eV: 2.8 / 6.4
Expectation value of S²: 0.7534
Net charge: -1
2S+1: 2

```
75
C18H37Cl2NO17, DFT ωB97M-V/def2-TZVPD
Cl -0.402 0.716 4.743
C -0.316 -0.030 3.101
C 1.089 0.116 2.471
Cl 2.489 -0.481 3.396
H -0.995 0.459 2.403
H -0.668 -1.054 3.220
H 1.392 1.161 2.401
H 1.123 -0.339 1.481
C 0.222 0.788 -5.478
N -0.959 1.286 -4.762
O -0.669 1.758 -3.661
O -2.087 1.291 -5.293
H 0.451 -0.142 -4.957
H 1.059 1.484 -5.452
H -0.083 0.599 -6.507
C -3.272 8.908 -2.015
O -3.264 7.549 -2.498
C -3.049 6.496 -1.635
O -2.953 6.538 -0.409
O -2.885 5.418 -2.422
C -2.639 4.150 -1.921
H -4.206 9.101 -1.487
H -3.135 9.620 -2.829
H -2.498 9.076 -1.266
H -2.160 4.103 -0.943
H -2.010 3.615 -2.633
H -3.648 3.751 -1.819
C 1.081 4.396 -3.142
O 0.975 4.545 -1.738
C 1.851 3.998 -0.906
O 2.815 3.348 -1.273
O 1.397 4.383 0.305
C 2.139 4.026 1.464
H 1.230 3.381 -3.511
H 1.890 4.963 -3.603
H 0.204 4.855 -3.599
H 1.773 4.687 2.250
H 3.180 4.210 1.199
H 2.065 2.956 1.656
C -0.035 -2.668 6.675
O -0.255 -2.778 5.292
C -0.722 -3.951 4.821
O -0.829 -4.975 5.484
O -0.951 -3.906 3.468
C -1.524 -4.971 2.749
H -0.877 -2.457 7.335
H 0.537 -1.789 6.971
H 0.504 -3.423 7.249
H -1.589 -5.874 3.357
H -0.812 -5.138 1.941
H -2.508 -4.697 2.368
C -1.045 1.448 -0.706
O -0.147 0.365 -0.849
C -0.555 -0.910 -0.562
O -1.665 -1.314 -0.269
O 0.540 -1.666 -0.595
C 0.622 -2.930 0.061
H -1.351 1.725 0.303
H -1.959 1.153 -1.222
H -0.686 2.318 -1.258
H 0.754 -2.804 1.135
H 1.467 -3.437 -0.405
H -0.273 -3.516 -0.152
C 1.754 -5.867 -2.807
O 1.246 -6.147 -1.448
C 2.205 -6.414 -0.499
O 3.384 -6.261 -0.706
O 1.654 -6.911 0.586
C 2.539 -7.553 1.497
H 0.944 -5.637 -3.500
H 2.395 -6.673 -3.165
H 2.423 -5.008 -2.845
H 3.393 -6.910 1.711
H 2.862 -8.548 1.191
H 2.031 -7.563 2.461
```


Record 7
Entry from OMol25: the molecule C5H8O in a non-equilibrium geometry (ωB97M-V/def2-TZVPD).

HOMO energy, eV: -9.15
HOMO-LUMO gap, eV: 10.2
SMILES: C[C@H]1C[C@H]1C=O

```
14
C5H8O, DFT ωB97M-V/def2-TZVPD
C 1.329 -0.666 0.771
C -0.176 -0.651 0.605
C -0.968 0.591 0.794
C -0.854 -0.010 -0.601
C -0.106 0.671 -1.586
O -0.364 0.714 -2.816
H 1.775 0.301 0.514
H 1.590 -0.890 1.812
H 1.790 -1.430 0.134
H -0.668 -1.572 0.914
H -0.421 1.516 0.968
H -1.945 0.544 1.267
H -1.729 -0.512 -1.012
H 0.747 1.394 -1.764
```


Record 8
Entry from OMol25: a structure of composition C18H17F6N5O6S3V (ωB97M-V/def2-TZVPD).

HOMO energy (alpha / beta), eV: -7.02 / -8.20
HOMO-LUMO gap (alpha / beta), eV: 6.2 / 7.2
Expectation value of S²: 3.7702
2S+1: 4

```
56
C18H17F6N5O6S3V, DFT ωB97M-V/def2-TZVPD
V -0.068 0.356 0.413
C 1.783 4.140 -0.419
C 1.444 2.767 0.052
N 0.214 2.347 0.208
N -0.799 3.215 -0.203
C -1.756 3.560 0.717
N -2.953 3.886 0.146
S -1.426 3.723 2.315
C 2.453 1.773 0.380
C 3.827 2.037 0.443
C 4.690 1.034 0.823
C 4.183 -0.225 1.142
C 2.823 -0.424 1.054
N 1.981 0.543 0.677
H 1.792 4.192 -1.511
H 1.041 4.849 -0.057
H 2.762 4.454 -0.067
H -1.081 3.079 -1.164
H -3.269 3.328 -0.633
H -3.667 4.143 0.807
H 4.205 3.018 0.199
H 5.753 1.226 0.879
H 4.829 -1.035 1.448
H 2.356 -1.376 1.275
F -0.044 -2.672 2.911
C -0.850 -2.055 3.764
F -0.121 -1.585 4.775
F -1.734 -2.925 4.236
S -1.727 -0.625 2.992
O -0.654 0.197 2.428
O -2.471 -0.043 4.055
N -2.590 -1.358 1.918
S -2.959 -0.855 0.496
O -2.220 0.355 0.119
O -3.044 -1.902 -0.459
C -4.677 -0.227 0.719
F -5.439 -1.195 1.208
F -5.165 0.158 -0.461
F -4.689 0.810 1.547
C 0.111 -0.282 -3.926
C 0.204 -0.653 -2.470
O 0.136 0.290 -1.656
C 0.386 -2.027 -2.079
C 0.673 -3.002 -3.064
C 0.870 -4.315 -2.739
C 0.763 -4.704 -1.391
C 0.471 -3.798 -0.410
C 0.271 -2.423 -0.713
O -0.034 -1.619 0.243
H -0.183 0.761 -4.003
H -0.605 -0.913 -4.451
H 1.082 -0.412 -4.409
H 0.752 -2.701 -4.100
H 1.097 -5.045 -3.504
H 0.907 -5.744 -1.125
H 0.364 -4.099 0.624
```


Record 9
Entry from OMol25: a cluster of 9 separate species, C40H107N9O11 in total in a non-equilibrium geometry (ωB97M-V/def2-TZVPD).

HOMO energy (alpha / beta), eV: -10.11 / -10.11
HOMO-LUMO gap (alpha / beta), eV: 7.2 / 2.3
Expectation value of S²: 0.7551
Net charge: +1
2S+1: 2

```
167
C40H107N9O11, DFT ωB97M-V/def2-TZVPD
C -2.009 -3.080 -2.016
O -2.995 -3.619 -1.217
C -2.626 -4.772 -0.530
C -3.831 -5.818 -0.284
N -4.791 -5.444 0.725
C -5.402 -4.072 0.603
C -6.736 -4.067 -0.214
O -7.377 -2.775 -0.204
C -8.112 -2.469 0.957
H -1.550 -3.750 -2.743
H -1.194 -2.776 -1.359
H -2.417 -2.307 -2.667
H -2.227 -4.425 0.423
H -1.925 -5.339 -1.142
H -3.462 -6.796 0.027
H -4.463 -6.010 -1.152
H -4.586 -5.543 1.709
H -4.708 -3.327 0.211
H -5.609 -3.776 1.631
H -7.507 -4.823 -0.071
H -6.405 -4.261 -1.234
H -8.988 -3.112 1.046
H -8.607 -1.503 0.864
H -7.617 -2.412 1.927
C 5.044 2.379 3.829
O 4.466 2.726 5.030
C 3.926 4.013 5.052
C 2.683 4.131 6.138
N 1.549 3.242 5.686
C 0.419 3.218 6.543
C -0.608 2.182 5.856
O -1.505 1.931 6.899
C -2.556 1.126 6.543
H 5.335 1.353 4.055
H 5.967 2.890 3.555
H 4.341 2.433 2.997
H 3.577 4.322 4.067
H 4.668 4.751 5.359
H 2.138 5.073 6.075
H 2.925 3.946 7.184
H 1.866 2.291 5.561
H -0.249 4.075 6.630
H 0.676 2.955 7.569
H -0.201 1.197 5.630
H -1.130 2.673 5.035
H -3.211 0.852 7.370
H -2.322 0.119 6.195
H -3.195 1.707 5.878
C -6.437 3.699 -2.044
C -7.093 2.265 -1.844
C -6.209 1.409 -0.875
O -4.952 1.584 -1.465
C -3.913 0.859 -0.809
N -8.425 2.521 -1.276
H -6.031 3.997 -1.078
H -7.166 4.489 -2.227
H -5.621 3.675 -2.767
H -7.098 1.889 -2.867
H -6.579 0.388 -0.965
H -6.365 1.879 0.097
H -3.752 1.049 0.252
H -2.960 0.995 -1.321
H -4.096 -0.206 -0.952
H -8.897 3.222 -1.828
H -9.093 1.763 -1.283
C 1.817 -1.385 -6.065
C 0.449 -0.721 -5.772
C -0.471 -0.540 -7.016
O -0.706 -1.785 -7.755
C -0.848 -1.506 -9.163
N -0.274 -1.506 -4.798
H 2.380 -0.872 -6.844
H 1.617 -2.397 -6.418
H 2.348 -1.403 -5.113
H 0.554 0.316 -5.455
H -0.133 0.238 -7.701
H -1.399 -0.265 -6.516
H -1.851 -1.138 -9.379
H -0.926 -2.505 -9.593
H -0.047 -0.938 -9.636
H -0.333 -2.321 -5.391
H -1.226 -1.184 -4.697
C -3.031 4.353 0.559
C -1.811 5.152 0.144
C -0.538 4.680 0.721
O 0.641 5.318 0.221
C 1.925 4.646 0.573
N -1.812 5.205 -1.276
H -2.829 3.285 0.629
H -3.917 4.423 -0.073
H -3.216 4.644 1.593
H -2.006 6.162 0.504
H -0.413 3.598 0.759
H -0.549 5.137 1.710
H 2.195 4.728 1.626
H 2.797 4.991 0.018
H 1.802 3.595 0.311
H -2.566 5.848 -1.470
H -1.021 5.821 -1.398
C 2.627 -6.278 3.645
C 2.528 -6.602 2.190
C 2.101 -5.393 1.280
O 2.915 -4.221 1.388
C 2.730 -3.274 0.355
N 3.813 -7.198 1.768
H 3.068 -7.149 4.131
H 1.700 -5.937 4.104
H 3.407 -5.539 3.829
H 1.634 -7.207 2.042
H 1.061 -5.156 1.507
H 2.080 -5.668 0.225
H 1.681 -3.010 0.222
H 3.003 -3.592 -0.651
H 3.238 -2.322 0.510
H 3.846 -7.691 0.887
H 4.300 -6.416 1.352
C -0.466 -1.122 2.487
C 0.172 0.119 1.770
C -0.036 0.100 0.311
O 0.563 -0.903 -0.422
C 0.761 -0.723 -1.777
N -0.350 1.391 2.376
H 0.013 -2.076 2.269
H -1.496 -1.109 2.129
H -0.547 -1.090 3.574
H 1.254 0.083 1.894
H 0.505 1.036 0.170
H -1.035 0.170 -0.118
H 0.817 -1.655 -2.340
H 1.801 -0.402 -1.719
H 0.100 -0.073 -2.351
H 0.267 1.558 3.157
H 0.007 2.188 1.868
C 7.933 -1.892 1.748
C 6.414 -1.638 1.597
C 6.144 -0.353 0.869
O 4.720 -0.203 1.034
C 4.278 0.980 0.494
N 5.815 -2.713 0.888
H 8.248 -2.932 1.835
H 8.390 -1.298 2.539
H 8.503 -1.712 0.836
H 5.931 -1.607 2.574
H 6.256 -0.420 -0.213
H 6.725 0.453 1.318
H 4.273 1.100 -0.589
H 4.805 1.820 0.948
H 3.230 1.233 0.654
H 5.834 -2.481 -0.095
H 4.809 -2.796 0.922
C 2.776 4.394 -2.803
C 1.932 3.136 -3.015
C 2.746 1.819 -3.180
O 3.847 2.056 -3.979
C 4.727 0.992 -4.186
N 0.964 3.043 -1.939
H 3.522 4.407 -3.599
H 3.363 4.093 -1.935
H 2.287 5.365 -2.728
H 1.383 3.195 -3.954
H 2.160 1.004 -3.604
H 3.022 1.302 -2.261
H 4.077 0.199 -4.556
H 5.267 0.741 -3.273
H 5.444 1.248 -4.966
H 0.419 3.893 -1.958
H 0.324 2.279 -2.101
```


Record 10
Entry from OMol25: a cluster of 3 separate species, C15H36BrO9P2 in total in a non-equilibrium geometry (ωB97M-V/def2-TZVPD).

HOMO energy, eV: -2.01
HOMO-LUMO gap, eV: 4.0
Net charge: -1

```
63
C15H36BrO9P2, DFT ωB97M-V/def2-TZVPD
C 1.816 3.662 7.374
O 1.230 3.708 6.105
C 1.113 5.074 5.582
C 2.002 5.379 4.403
Br 3.473 6.656 4.977
H 1.255 4.250 8.117
H 1.822 2.621 7.713
H 2.858 4.011 7.362
H 0.069 5.133 5.251
H 1.274 5.794 6.391
H 2.492 4.436 4.132
O -0.864 3.596 0.250
P 0.225 2.946 -0.470
O 1.635 2.962 0.239
C 1.738 2.713 1.665
C 1.632 1.238 1.997
O 0.626 3.847 -1.752
C -0.178 4.957 -2.146
C 0.421 6.258 -1.651
O 0.090 1.538 -1.175
C 1.121 1.041 -2.044
C 1.936 -0.042 -1.373
H 0.977 3.281 2.199
H 2.702 3.103 1.978
H 0.722 0.799 1.580
H 1.618 1.110 3.079
H 2.478 0.679 1.594
H -1.199 4.841 -1.782
H -0.213 4.943 -3.238
H 0.645 6.198 -0.586
H -0.268 7.088 -1.818
H 1.354 6.474 -2.174
H 1.759 1.849 -2.398
H 0.598 0.640 -2.912
H 2.645 0.388 -0.668
H 2.507 -0.600 -2.118
H 1.298 -0.734 -0.823
O 0.338 -5.341 -1.795
P -1.082 -5.135 -2.068
O -1.637 -3.710 -1.636
C -0.844 -2.536 -1.899
C -0.936 -2.093 -3.346
O -1.960 -6.023 -1.051
C -1.357 -7.018 -0.223
C -1.150 -6.497 1.184
O -1.784 -5.499 -3.427
C -3.219 -5.441 -3.574
C -3.645 -4.228 -4.369
H 0.194 -2.731 -1.625
H -1.218 -1.754 -1.241
H -0.689 -2.911 -4.026
H -0.247 -1.269 -3.529
H -1.943 -1.756 -3.589
H -0.414 -7.355 -0.653
H -2.040 -7.869 -0.217
H -0.640 -5.534 1.167
H -0.556 -7.198 1.771
H -2.108 -6.355 1.686
H -3.707 -5.467 -2.601
H -3.491 -6.354 -4.102
H -3.603 -3.328 -3.758
H -4.674 -4.355 -4.707
H -2.998 -4.081 -5.234
```